Density functional theory data (wB97M-V/def2-TZVPD) for a cluster of 2 separate species, C6H8O2 in total at a distorted geometry.

The geometry in XYZ format:
```
16
Properties=species:S:1:pos:R:3:forces:R:3:nbo_charge:R:1
C -0.0186 1.7755 0.2002 -3.7286 -6.6314 3.5879 -0.45
C 0.0561 0.3317 0.1515 0.4491 2.5855 -2.3524 0.00
C 1.1651 -0.4332 -0.4378 1.7444 2.0842 2.8539 -0.02
C 2.2244 -0.6859 0.5737 0.3336 0.1089 1.7950 -0.09
C -1.0935 -0.6512 0.0613 -0.1692 -1.0041 0.6493 -0.02
C -2.1203 -0.1330 -0.8566 -0.2832 5.6772 4.1815 -0.09
H -0.9874 1.9265 0.9917 2.7482 0.7849 -2.6452 0.24
H 0.8209 2.3507 -0.0815 0.5367 0.7729 0.1924 0.23
H 0.9240 -1.1525 -1.1420 0.0651 -1.1860 -1.7087 0.20
H 2.0344 -0.2236 1.6013 0.2731 -0.6908 -1.4110 0.19
H 2.9137 -1.5689 0.6311 -0.7595 0.8214 -0.6035 0.19
H -1.0745 -1.9356 -0.0757 1.1475 3.6815 0.3973 0.19
H -2.3848 1.3470 -0.8900 1.0757 -5.3019 -0.3777 0.26
H -2.7200 -0.8955 -1.1508 -2.4765 -1.4529 -1.5830 0.18
O 2.4022 0.2807 -0.4435 0.2858 -0.5904 -0.6843 -0.48
O -2.1417 -0.3328 0.8672 -1.2421 0.3410 -2.2914 -0.53
```
Forces are in eV/Å.

Output
Multiplicity: 1
Frontier orbital gap, eV: 9.7
Calculated total energy, a.u.: -383.59343
HOMO energy, eV: -9.04
Relative energy (zero: lowest compared OMol25 entry of this formula, charge and spin), kcal/mol: 198.7


Density functional theory data (wB97M-V/def2-TZVPD) for a cluster of 2 separate species, C6H8O2 in total at a distorted geometry.

The geometry in XYZ format:
```
16
Properties=species:S:1:pos:R:3:forces:R:3:nbo_charge:R:1
C -1.9895 0.2419 0.2523 -1.1953 -0.7117 2.1388 -0.62
C -0.5571 -0.0324 -0.1527 -1.3508 1.2685 -5.9413 -0.29
C 0.4891 -0.5153 0.6835 -4.0864 -2.0705 3.4887 -0.06
C 1.7132 -0.2889 0.0592 5.2488 1.8800 -2.8696 -0.14
C 1.5849 0.9226 -0.6271 1.5835 -1.8385 -1.5332 -0.31
C 0.0850 1.2177 -0.7087 -0.4190 2.3082 -4.8839 0.53
H -2.7047 -0.6334 0.2756 1.2696 0.4997 0.2892 0.23
H -2.5178 0.8981 -0.4493 0.7188 0.3187 0.1973 0.25
H -1.9744 0.7075 1.3370 -0.2281 -0.7430 -2.1326 0.21
H -0.3122 -0.8401 -1.1053 -1.7666 2.4095 1.9025 0.25
H 0.3888 0.2510 1.4686 0.3030 -1.4197 1.7648 0.20
H 1.2510 -2.4300 0.9668 -5.5092 1.4463 -0.3819 0.41
H 2.7195 -1.0400 0.1367 -3.0024 2.3319 -0.1891 0.24
H 2.3313 1.3163 -1.4485 -1.4999 -0.4648 2.2360 0.25
O -0.0528 -1.8568 0.7933 7.8822 -2.3388 2.3362 -0.63
O -0.4541 2.0818 -1.4813 2.0518 -2.8758 3.5782 -0.53
```
Forces are in eV/Å.

Output
Multiplicity: 1
Frontier orbital gap, eV: 9.3
Calculated total energy, a.u.: -383.66999
HOMO energy, eV: -9.68
Relative energy (zero: lowest compared OMol25 entry of this formula, charge and spin), kcal/mol: 150.7


Density functional theory data (wB97M-V/def2-TZVPD) for an isolated molecule of C6H8O2 at a distorted geometry.

The geometry in XYZ format:
```
16
Properties=species:S:1:pos:R:3:forces:R:3:nbo_charge:R:1
C -1.1136 1.1945 0.2641 -1.6144 1.2897 -1.6316 -0.64
C -0.5795 0.2634 -0.7858 2.2592 -1.1073 0.0246 0.14
C 0.8721 0.4539 -1.0945 2.5920 4.3978 -0.2442 -0.10
O 1.6081 0.3643 0.3277 -2.7376 -0.3491 -2.9908 -0.52
C 0.9297 -0.4410 1.1813 1.4268 -3.7697 0.9778 0.15
C -0.1677 -1.3357 0.9634 1.4510 1.3255 3.7698 -0.37
C -0.5237 -1.1553 -0.4676 -0.6846 -2.5634 0.4659 0.02
O -1.4676 -0.5835 -1.4917 0.0116 -0.0464 1.7703 -0.43
H -1.3925 2.0914 -0.3177 -0.6957 -0.2003 0.2153 0.22
H -1.9204 0.8743 0.9387 0.1517 -0.2830 -0.7869 0.24
H -0.3804 1.6199 0.8728 1.5510 0.1225 0.9863 0.23
H 1.4306 -0.1166 -1.8389 -0.7189 -0.9548 0.4881 0.22
H 1.2275 1.5002 -1.4350 -0.8496 -1.0205 0.9328 0.18
H 1.8060 -0.6547 1.9161 -2.4558 0.2052 -0.1589 0.21
H -0.3918 -2.1019 1.8778 0.3228 1.9054 -2.7532 0.25
H 0.0630 -1.9733 -0.9107 -0.0096 1.0484 -1.0655 0.20
```
Forces are in eV/Å.

Output
Multiplicity: 1
Frontier orbital gap, eV: 9.4
Calculated total energy, a.u.: -383.67910
HOMO energy, eV: -8.56
Relative energy (zero: lowest compared OMol25 entry of this formula, charge and spin), kcal/mol: 145.0


Density functional theory data (wB97M-V/def2-TZVPD) for an isolated molecule of C6H8O2 at a distorted geometry.

The geometry in XYZ format:
```
16
Properties=species:S:1:pos:R:3:forces:R:3:nbo_charge:R:1
C 2.4486 0.7752 0.0381 1.2128 0.0261 -0.7945 -0.29
C 1.1482 1.3182 0.0109 0.2094 1.0038 -0.0289 0.07
C -2.7525 -1.6577 -0.0991 1.5843 4.2898 -0.1342 -0.39
C -1.5184 -1.0954 0.0364 -0.2758 1.7179 0.8255 -0.29
C 2.9297 -0.5057 -0.0058 -3.0582 -0.9068 0.4453 -0.41
C -1.2813 0.3677 0.0133 -0.3869 -2.2883 -0.1471 0.57
O -0.0024 0.6448 0.1518 0.6122 0.1910 0.0933 -0.45
O -2.3287 1.2525 -0.0649 1.4638 -0.0777 0.0257 -0.67
H 3.2017 1.6181 -0.0880 -0.9146 -1.1313 0.4487 0.21
H 1.2130 2.4023 -0.0461 -1.2008 -0.0435 0.0483 0.17
H -3.0300 -2.6110 -0.0865 -0.3702 -4.0408 0.2604 0.19
H -3.5826 -0.9966 -0.2674 -0.1618 0.3909 -0.1635 0.19
H -0.5704 -1.5464 0.3818 -0.8490 -0.4346 -0.6904 0.22
H 2.1559 -1.3690 0.0129 1.5541 1.4416 -0.0052 0.19
H 3.9585 -0.7554 0.0543 0.6644 -0.0447 -0.1297 0.20
H -1.9894 2.1585 -0.0418 -0.0837 -0.0933 -0.0537 0.49
```
Forces are in eV/Å.

Output
Multiplicity: 1
Frontier orbital gap (alpha / beta), eV: 7.7 / 6.4
Calculated total energy, a.u.: -383.70909
HOMO energy (alpha / beta), eV: -7.26 / -6.54
Relative energy (zero: lowest compared OMol25 entry of this formula, charge and spin), kcal/mol: 126.1